Entry 1:
The following is a quantum chemistry calculation of a cluster of 2 separate species, C2H9NS2 in total at a distorted geometry, from the OMol25 dataset.

Last column: Löwdin spin population.
Atoms and positions in Å:
C  -5.428  1.193  0.898  0.000
H  -3.456  1.251  1.594  0.000
H  -5.307  1.819  -0.144  0.000
H  -6.569  -0.449  0.211  0.000
H  -6.951  -0.142  1.773  0.000
H  -3.427  0.668  0.098  0.000
S  3.898  -1.456  -0.421  0.487
N  -6.539  0.254  0.979  0.000
S  4.223  0.468  -1.077  0.490
H  -3.926  -0.549  1.464  0.000
C  -4.035  0.507  1.028  0.000
H  -5.509  2.008  1.813  0.000
H  3.196  0.359  -2.011  0.012
H  4.568  -1.135  0.759  0.011

Atomic forces in eV per Å
C 0.5 1.3 0.9
H 0.1 -0.6 0.8
H -1.2 -1.5 2.5
H 0.2 1.0 0.9
H 0.1 0.1 1.6
H -0.8 -1.1 0.2
S 0.8 1.9 0.7
N 0.1 0.2 -3.6
S -1.3 -1.5 -0.3
H -0.5 1.7 -0.7
C 1.5 0.9 -0.2
H -0.1 -2.1 -2.5
H 0.9 0.2 0.4
H -0.3 -0.6 -0.8

Values from the calculation:
Expectation value of S² ... 0.755
Electronic energy ... -25369.824 eV
Total charge ... +1
2S+1 ... 2
Energy relative to the best compared isomer or geometry (same formula, charge and spin) ... 35.0 kcal per mole
Kohn-Sham gap (spin up / spin down) ... 4.1 / 1.1 eV
HOMO energy (spin up / spin down) ... -10.17 / -10.17 eV

***

Entry 2:
The following is a quantum chemistry calculation of a cluster of 3 separate species, C18H31N2O18P2S2 in total, from the OMol25 dataset.

Last column: Mulliken charge in e.
Atoms and positions in Å:
O  2.787  3.273  0.250  -0.311
H  2.323  6.603  0.184  0.250
H  3.043  6.818  2.510  0.321
H  -2.590  -2.252  -3.505  0.232
H  3.056  -2.620  2.125  0.371
C  3.443  -0.559  -0.353  -1.094
P  -0.991  0.797  -4.386  0.073
O  3.458  4.862  1.973  -0.314
C  -0.464  -1.065  -2.172  0.311
H  -2.407  0.304  2.350  0.320
H  -1.725  -3.759  -1.016  0.107
H  -4.643  -3.551  2.786  0.266
O  5.172  3.562  0.753  -0.595
N  -0.150  -1.239  -0.882  0.789
H  0.130  -1.722  1.609  -0.649
H  -1.884  -3.854  -3.600  0.479
H  2.857  -3.475  0.591  0.289
H  3.884  7.437  -0.011  0.326
H  -0.130  -2.136  -3.993  0.593
H  1.625  3.557  -1.333  0.305
H  -4.343  -3.429  -1.255  0.391
O  -1.515  -0.599  -5.018  -0.511
C  -0.492  -2.318  -2.988  -1.718
O  3.925  5.388  -0.307  -0.340
H  3.835  -1.179  -1.156  0.425
H  0.348  1.950  1.479  0.786
C  -3.388  -5.294  3.118  -0.340
O  -1.877  -2.712  1.327  -0.440
C  -0.410  2.118  0.716  -1.397
O  -2.121  1.173  2.667  -0.566
S  3.876  4.114  0.641  0.974
C  1.910  -0.601  1.483  -0.416
H  0.176  -3.033  -2.501  0.481
C  -3.954  -3.950  3.531  -0.289
O  -0.463  -3.669  3.081  -0.652
C  3.698  6.279  1.834  -0.356
H  4.295  -2.496  0.867  0.358
H  -2.621  -2.248  -1.110  0.321
C  -1.898  -2.935  -3.017  -0.502
H  1.106  1.334  -4.500  0.358
O  2.478  0.015  2.333  -0.538
O  -3.659  -3.914  -1.721  -0.587
N  2.538  -1.383  0.460  0.468
P  -2.086  2.172  1.423  0.800
O  1.182  2.942  -1.946  -0.148
O  -0.078  3.582  -2.181  -0.267
C  -0.077  -0.270  0.054  -0.017
C  -0.393  1.018  -0.313  1.041
C  0.386  -0.678  1.419  -0.523
C  -2.435  -3.193  -1.625  -0.257
H  2.891  0.272  -0.783  0.180
H  -4.431  -3.965  4.506  0.333
C  -0.716  1.254  -1.666  0.249
H  4.739  6.482  2.083  0.300
H  0.087  -2.174  -0.574  0.506
H  -4.122  -5.938  2.643  0.328
H  -3.098  3.909  2.013  0.379
O  0.569  0.615  -4.862  -0.548
O  -2.178  3.610  2.073  -0.497
H  -0.236  3.082  0.246  0.704
C  -0.724  0.235  -2.618  1.250
H  4.280  -0.170  0.230  0.469
S  -1.743  -3.539  2.486  1.133
H  -2.156  -0.420  -5.716  0.351
O  -2.367  -4.952  2.155  -0.330
O  -2.790  -3.095  3.587  -0.334
H  -0.043  -0.051  2.193  0.751
O  -2.202  2.996  -2.360  -0.448
C  3.396  6.547  0.372  -0.273
C  -1.095  2.664  -2.098  -0.773
C  3.225  -2.559  1.053  -1.005
O  -3.104  1.850  0.409  -0.650
H  -2.917  -5.816  3.951  0.316

Atomic forces in eV per Å
O -0.1 0.1 0.0
H 0.0 0.0 0.0
H -0.1 -0.2 0.0
H 0.0 0.0 -0.2
H 0.0 0.0 0.1
C 0.1 -0.2 0.1
P 0.4 -0.2 0.1
O -0.2 0.0 -0.1
C 0.3 0.1 -0.3
H -0.2 0.0 0.2
H 0.0 -0.1 0.0
H 0.0 0.0 0.0
O 0.0 0.0 -0.1
N 0.0 0.3 0.0
H 0.0 0.1 0.0
H 0.1 -0.1 0.1
H 0.0 0.0 0.0
H 0.1 -0.1 -0.1
H 0.0 0.1 0.0
H 0.0 -0.2 0.1
H -0.1 0.0 0.0
O -0.4 0.0 -0.2
C -0.1 -0.3 0.2
O 0.0 0.0 0.1
H 0.0 0.0 -0.1
H 0.0 0.2 0.0
C 0.0 -0.1 0.3
O -0.1 0.0 0.0
C -0.2 -0.2 0.1
O 0.3 -0.1 0.0
S 0.2 0.0 0.1
C -0.1 -0.1 0.0
H 0.1 0.0 -0.1
C -0.2 0.0 -0.2
O 0.1 0.1 0.0
C 0.2 0.1 0.0
H 0.1 0.0 0.1
H 0.1 0.1 0.0
C -0.2 0.3 0.0
H 0.2 0.0 -0.2
O 0.1 0.2 0.0
O 0.2 -0.1 0.0
N 0.0 -0.1 0.1
P -0.4 -0.2 -0.7
O -0.1 -0.1 -0.3
O 0.0 -0.1 0.1
C -0.2 -0.1 0.1
C 0.0 0.2 -0.2
C 0.3 0.1 -0.2
C -0.4 -0.1 -0.1
H -0.1 0.2 -0.1
H 0.1 0.1 0.1
C 0.2 -0.2 0.2
H 0.0 0.0 0.0
H 0.0 -0.1 0.0
H 0.1 0.0 -0.2
H 0.1 0.2 0.1
O 0.1 0.2 0.2
O -0.1 -0.1 0.1
H 0.1 0.1 0.1
C -0.4 0.2 0.3
H 0.0 0.1 0.0
S -0.2 -0.2 0.1
H 0.0 -0.1 0.0
O -0.1 0.1 -0.1
O 0.1 -0.1 0.0
H 0.0 -0.1 0.1
O 0.0 0.1 0.0
C -0.2 0.1 0.1
C 0.1 -0.1 0.1
C -0.1 0.0 -0.3
O 0.2 0.0 0.2
H 0.0 0.0 0.0

Values from the calculation:
Electronic energy ... -99246.080 eV
Total charge ... +1
2S+1 ... 1
Kohn-Sham gap ... 8.5 eV
HOMO energy ... -11.82 eV

***

Entry 3:
The following is a quantum chemistry calculation of an isolated molecule of C3H3NO2 at a distorted geometry, from the OMol25 dataset.

Last column: natural (NBO) charge in e.
Atoms and positions in Å:
N  -0.188  0.819  -1.450  -0.271
H  -0.144  -0.060  1.732  0.284
O  -2.185  0.380  -0.317  -0.626
H  -0.879  -1.042  0.480  0.359
C  1.184  -0.220  0.019  0.356
O  1.114  0.413  -1.082  -0.195
C  -0.972  0.468  -0.390  0.572
C  -0.114  -0.264  0.661  -0.689
H  2.184  -0.494  0.346  0.211

Atomic forces in eV per Å
N -0.4 0.1 0.1
H 0.0 0.3 -0.2
O 0.0 1.1 -0.4
H 1.5 -1.2 0.5
C -0.3 0.0 -0.2
O 0.2 -0.3 0.4
C -0.5 0.1 -0.3
C -0.3 -0.1 0.0
H -0.2 0.0 0.0

Values from the calculation:
Electronic energy ... -8740.569 eV
2S+1 ... 1
Energy relative to the best compared isomer or geometry (same formula, charge and spin) ... 105.2 kcal per mole
Kohn-Sham gap (spin up / spin down) ... 8.2 / 8.2 eV
HOMO energy (spin up / spin down) ... -9.21 / -9.21 eV

***

Entry 4:
The following is a quantum chemistry calculation of a structure of composition H4O2P2S at a distorted geometry, from the OMol25 dataset.

Last column: natural (NBO) charge in e.
Atoms and positions in Å:
P  -1.505  0.228  -0.221  1.687
O  -0.452  1.581  -0.400  -0.956
S  0.876  1.388  0.499  0.302
H  -1.424  -0.022  -1.579  -0.061
H  -2.595  1.156  -0.238  -0.074
O  -1.084  -0.505  0.976  -1.012
H  1.814  -1.063  0.842  0.007
H  3.140  0.163  -0.529  0.012
P  1.754  -0.323  -0.354  0.095

Atomic forces in eV per Å
P 0.9 4.6 0.0
O -1.7 -1.4 -0.6
S 2.1 0.6 0.9
H -0.1 -1.5 -0.2
H -0.3 -1.2 0.5
O -1.0 -1.2 -0.6
H 0.5 0.0 0.0
H -1.1 -0.5 0.5
P 0.6 0.5 -0.4

Values from the calculation:
Electronic energy ... -33571.534 eV
2S+1 ... 1
Energy relative to the best compared isomer or geometry (same formula, charge and spin) ... 9.4 kcal per mole
Kohn-Sham gap ... 9.2 eV
HOMO energy ... -8.78 eV

***

Entry 5:
The following is a quantum chemistry calculation of a structure of composition C6H9O2 at a distorted geometry, from the OMol25 dataset.

Last column: natural (NBO) charge in e.
Atoms and positions in Å:
H  0.111  0.506  -0.521  0.339
O  2.662  -0.561  1.110  -0.759
C  -1.920  -0.915  -1.575  -0.780
O  1.887  1.415  0.315  -0.733
C  1.846  0.189  0.478  0.718
H  -1.032  -0.797  -2.256  0.199
C  -1.876  -0.439  -0.282  -0.112
H  -0.610  -0.040  1.577  0.240
H  -2.974  -1.161  -1.861  0.188
H  -2.877  0.529  1.299  0.176
H  1.525  3.344  -2.385  0.015
C  -0.555  -0.143  0.480  -0.017
C  0.694  -0.479  -0.222  -0.450
H  -4.010  -0.332  0.070  0.182
H  2.191  3.773  -2.378  -0.016
C  -3.059  -0.072  0.392  -0.474
H  0.504  -1.497  -0.580  0.283

Atomic forces in eV per Å
H 0.3 0.8 -1.8
O -1.4 0.8 -0.8
C 0.6 -0.4 -0.5
O -0.4 0.6 0.0
C 3.0 -1.8 0.9
H -1.3 -0.7 0.6
C 0.3 0.6 0.5
H 0.1 1.3 -0.5
H 1.3 0.4 -0.6
H -0.7 -0.6 -0.2
H 1.3 0.8 0.0
C -2.0 -2.5 -0.9
C -2.4 0.4 3.2
H -1.6 -0.1 -0.7
H -1.3 -0.8 0.0
C 3.7 0.6 2.3
H 0.4 0.5 -1.5

Values from the calculation:
Electronic energy ... -10457.080 eV
Total charge ... -1
2S+1 ... 1
Energy relative to the best compared isomer or geometry (same formula, charge and spin) ... 160.0 kcal per mole
Kohn-Sham gap ... 4.9 eV
HOMO energy ... -2.71 eV

***

Entry 6:
The following is a quantum chemistry calculation of a structure of composition C28H29AsOP2S2W, from the OMol25 dataset.

Last column: natural (NBO) charge in e.
Atoms and positions in Å:
H  4.887  -1.905  2.338  0.282
H  1.570  0.800  -3.084  0.225
H  4.006  -2.908  3.548  0.285
P  -1.055  1.285  0.187  1.543
H  0.657  -3.240  1.077  0.331
C  -0.455  5.245  0.390  -0.173
O  2.057  -0.578  2.769  -0.969
C  0.146  0.050  -0.189  -1.041
C  0.373  4.482  -1.754  -0.173
As  3.515  -0.482  3.856  1.933
C  0.801  -2.460  -5.053  -0.183
C  -0.288  -2.719  0.872  -0.585
H  0.349  6.531  -1.125  0.265
C  -0.767  3.945  0.746  -0.184
P  0.698  -1.241  -1.255  1.443
C  0.111  5.510  -0.854  -0.110
C  -3.338  1.802  -1.184  -0.159
H  2.225  0.330  5.826  0.290
H  -2.966  -0.659  1.169  0.211
H  -5.342  -1.012  0.586  0.251
C  -2.745  -3.274  -0.366  0.016
S  -0.721  0.872  2.276  -0.074
C  -3.434  -0.062  0.393  -0.198
H  -1.222  3.749  1.710  0.237
C  -4.667  1.579  -1.506  -0.167
C  0.839  -1.242  -2.987  -0.451
H  5.185  1.294  4.127  0.310
H  0.612  -3.367  -5.611  0.268
H  2.167  -1.467  5.706  0.285
H  -6.422  0.413  -1.115  0.266
H  4.690  1.177  2.420  0.285
C  -0.515  -2.418  -0.549  -0.212
C  4.567  -1.991  3.375  -0.980
C  -5.376  0.561  -0.879  -0.102
H  5.448  -1.980  4.023  0.313
H  -0.660  6.054  1.077  0.265
C  0.585  -2.434  -3.688  -0.161
C  -4.763  -0.254  0.073  -0.203
H  1.434  -1.352  -6.774  0.268
C  1.536  -0.147  -5.003  -0.170
C  -2.589  -3.556  0.994  -0.229
H  -1.217  -3.627  2.621  0.262
H  -5.156  2.218  -2.229  0.267
H  -3.676  -3.536  -0.857  0.274
H  3.626  1.991  3.622  0.286
S  2.380  -1.500  -0.074  -0.163
H  3.636  -0.652  6.293  0.310
H  -1.932  -2.391  -2.156  0.266
H  -3.389  -4.034  1.545  0.287
C  -1.385  -3.302  1.600  -0.016
C  4.334  1.183  3.449  -0.980
C  -1.735  -2.659  -1.125  -0.195
C  -0.493  2.913  -0.160  -0.418
H  -2.801  2.620  -1.647  0.249
C  1.268  -1.322  -5.705  -0.085
C  -2.722  0.966  -0.243  -0.441
C  1.332  -0.100  -3.639  -0.178
C  2.787  -0.577  5.608  -0.975
H  1.914  0.720  -5.526  0.262
H  0.244  -3.329  -3.181  0.232
W  0.716  -0.763  1.498  1.437
C  0.073  3.175  -1.414  -0.202
H  0.806  4.705  -2.720  0.257
H  0.257  2.374  -2.121  0.216

Atomic forces in eV per Å
H 0.0 0.0 0.0
H 0.0 0.0 0.0
H 0.0 0.0 0.0
P 0.2 0.0 0.2
H 0.0 0.0 0.0
C 0.0 0.0 0.0
O 0.1 -0.3 0.1
C 0.2 0.3 -0.6
C 0.0 0.0 0.0
As 0.0 0.1 -0.1
C 0.0 0.0 0.0
C -0.1 -0.1 -0.1
H 0.0 0.0 0.0
C 0.0 0.0 0.0
P -0.1 -0.1 -0.1
C 0.0 0.0 0.0
C 0.0 0.0 0.0
H 0.0 0.0 0.0
H 0.0 0.0 0.0
H 0.0 0.0 0.0
C 0.0 0.0 0.0
S -0.1 -0.3 -0.3
C -0.1 0.0 0.0
H 0.0 0.0 0.0
C 0.0 0.0 0.0
C 0.0 0.1 0.0
H 0.0 0.0 0.0
H 0.0 0.0 0.0
H 0.0 0.0 0.0
H 0.0 0.0 0.0
H 0.0 0.0 0.0
C 0.0 0.1 0.0
C 0.0 0.0 0.0
C 0.0 0.0 0.0
H 0.0 0.0 0.0
H 0.0 0.0 0.0
C 0.0 0.0 0.0
C 0.0 0.0 0.0
H 0.0 0.0 0.0
C 0.0 0.0 0.0
C 0.0 0.0 0.0
H 0.0 0.0 0.0
H 0.0 0.0 0.0
H 0.0 0.0 0.0
H 0.0 0.0 0.0
S -0.1 -0.1 -0.1
H 0.0 0.0 0.0
H 0.0 0.0 0.0
H 0.0 0.0 0.0
C 0.0 0.0 0.0
C 0.0 0.0 0.0
C 0.0 -0.1 0.0
C -0.1 0.0 0.0
H 0.0 0.0 0.0
C 0.0 0.0 0.0
C 0.0 -0.1 0.1
C 0.0 0.0 0.0
C 0.0 0.0 0.0
H 0.0 0.0 0.0
H 0.0 0.0 0.0
W 0.0 0.4 0.8
C 0.0 0.0 0.0
H 0.0 0.0 0.0
H 0.0 0.0 0.0

Values from the calculation:
Electronic energy ... -134425.406 eV
Total charge ... +4
2S+1 ... 1
Energy relative to the best compared isomer or geometry (same formula, charge and spin) ... 16.7 kcal per mole
Kohn-Sham gap ... 5.8 eV
HOMO energy ... -19.60 eV

***

Q: Which of these has the highest electronic energy?
A: C3H3NO2

***

Q: What is the formula in the second record?
A: C18H31N2O18P2S2